(1)
22
Properties=species:S:1:pos:R:3 method="wB97M-V/def2-TZVPD" multiplicity=1 orbital_gap_ev=9.04
C 0.206 1.991 0.149
C 1.920 -0.163 -1.304
C -0.628 0.783 -0.192
C 0.423 -0.251 -1.335
C -0.316 -0.790 -2.296
O -1.812 0.777 -0.463
H 1.163 1.718 0.584
H 0.360 2.574 -0.759
H -0.355 2.591 0.865
H 2.309 -0.448 -0.324
H 2.361 -0.815 -2.062
H 2.255 0.858 -1.498
H 0.127 -1.284 -3.155
H -1.397 -0.727 -2.250
C -1.628 -1.139 1.777
C -0.341 -0.463 1.434
N 0.678 -0.237 2.138
H 0.578 -0.568 3.105
H -0.014 -0.478 0.039
H -1.804 -1.983 1.105
H -2.462 -0.450 1.634
H -1.623 -1.495 2.809

***

(2)
22
Properties=species:S:1:pos:R:3 method="wB97M-V/def2-TZVPD" multiplicity=1 orbital_gap_ev="7.65 / 7.65"
C 1.161 0.570 -1.083
C 1.340 -0.830 -1.576
C 1.576 0.938 0.217
C -1.143 0.687 -1.038
O -1.321 2.026 -1.188
N -1.750 -0.124 -1.798
H -1.931 2.151 -1.934
H 1.038 1.344 -1.827
H -1.549 -1.092 -1.562
H 2.392 -0.996 -1.832
H 1.079 -1.557 -0.802
H 0.740 -1.028 -2.463
H 0.575 0.734 0.993
H 1.837 1.982 0.363
H 2.267 0.252 0.706
C -0.768 0.477 1.696
C -0.852 -1.889 2.755
C -0.867 -0.669 2.274
H -0.116 -2.200 3.487
H -1.259 1.384 2.031
H -0.855 0.463 0.125
H -1.592 -2.623 2.456

***

(3)
22
Properties=species:S:1:pos:R:3 method="wB97M-V/def2-TZVPD" smiles=CC(C)(C)[C@@](C)(O)C#N multiplicity=1 orbital_gap_ev=11.41
C 1.315 0.895 1.272
C 0.763 -1.473 1.230
C -0.071 1.568 -1.079
C -1.018 -0.812 -1.320
C -1.324 0.578 0.759
C 0.958 -0.196 0.370
C -0.381 0.223 -0.383
N 1.516 1.897 1.794
O 2.078 -0.394 -0.565
H 0.604 -2.287 0.377
H 1.652 -1.699 1.811
H -0.197 -1.258 1.842
H 0.058 2.467 -0.452
H -0.642 1.864 -1.972
H 0.921 1.398 -1.522
H -0.933 -1.852 -0.764
H -2.078 -0.443 -1.495
H -0.458 -0.892 -2.299
H -1.735 -0.395 1.077
H -2.253 1.121 0.280
H -0.894 1.030 1.653
H 2.119 -1.340 -0.613

***

(4)
22
Properties=species:S:1:pos:R:3 method="wB97M-V/def2-TZVPD" smiles="C=C(O)[C@@H](C)N.C=C=C" multiplicity=1 orbital_gap_ev=9.00
C -0.576 0.184 1.693
C 1.330 -0.699 0.204
C -1.781 0.729 0.916
C 1.103 1.111 -1.975
C 0.693 0.333 0.865
C 0.645 -0.152 -1.711
N -0.873 -1.155 2.186
C -0.080 -1.171 -2.125
O 1.060 1.563 0.607
H -0.426 0.830 2.566
H -1.141 -1.777 1.432
H -0.080 -1.565 2.666
H 1.025 -1.721 0.379
H 2.356 -0.566 -0.110
H -1.582 1.739 0.559
H -2.660 0.743 1.561
H -1.990 0.096 0.050
H 1.179 1.604 -0.488
H 2.154 1.255 -2.215
H 0.406 1.828 -2.397
H -0.434 -1.964 -1.482
H -0.328 -1.244 -3.180

***

Relative energies with respect to the most stable structure, expressed in kJ/mol: (1) 287.6; (2) 433.2; (3) 0.0; (4) 184.8.

***

(1)
25
Properties=species:S:1:pos:R:3 method="wB97M-V/def2-TZVPD" smiles="[H]/N=C/C(C)C.NCCO" multiplicity=1 orbital_gap_ev=9.56
C 0.792 1.172 -0.314
C 1.568 2.464 -0.054
C 0.238 1.135 -1.737
C 1.649 -0.020 -0.014
N 1.529 -1.110 -0.639
H -0.042 1.132 0.405
H 2.203 -1.833 -0.389
H 2.399 0.146 0.771
H 0.916 3.325 -0.183
H -0.239 0.181 -1.940
H 2.400 2.556 -0.751
H 1.957 2.485 0.962
H 1.047 1.268 -2.454
H -0.490 1.933 -1.878
C -1.173 -1.148 1.608
C -1.870 -1.354 0.182
N -1.205 -2.262 -0.705
O -1.467 0.116 2.157
H -2.426 0.207 2.216
H -1.200 -3.197 -0.310
H -0.193 -1.968 -0.819
H -0.086 -1.208 1.542
H -1.509 -1.953 2.277
H -2.895 -1.696 0.359
H -1.903 -0.370 -0.293

***

(2)
25
Properties=species:S:1:pos:R:3 method="wB97M-V/def2-TZVPD" multiplicity=1 orbital_gap_ev=8.31
C 0.506 0.205 -0.436
C -1.446 1.568 0.718
C 1.793 -1.302 0.007
C -0.324 -0.360 -1.570
C -2.755 1.107 0.145
C 1.229 -2.543 0.644
N -0.084 0.223 0.804
N 1.315 1.285 -0.793
O 0.780 0.899 1.712
H 1.593 0.756 2.217
H 1.216 2.168 -0.318
H 1.670 1.277 -1.740
H -1.524 1.737 1.792
H -1.121 2.518 0.294
H 2.584 -0.850 0.605
H 2.203 -1.494 -0.986
H -0.894 0.420 -2.078
H 0.324 -0.847 -2.306
H -1.017 -1.112 -1.194
H -2.964 0.090 0.490
H -2.756 1.167 -0.948
H -3.589 1.732 0.499
H 0.918 -2.348 1.675
H 1.964 -3.361 0.690
H 0.379 -2.936 0.078

***

Relative energies with respect to the most stable structure, expressed in kJ/mol: (1) 0.0; (2) 449.0.

***

(1)
25
Properties=species:S:1:pos:R:3 method="wB97M-V/def2-TZVPD" multiplicity=1 orbital_gap_ev=8.29
C -2.278 -0.923 -0.402
C -2.458 0.104 -1.472
C -1.865 -0.636 0.844
N 0.097 -1.876 -1.584
H -2.646 -1.913 -0.634
H 0.654 -1.541 -2.366
H -0.475 -2.639 -1.922
H -2.123 1.087 -1.135
H -3.512 0.174 -1.742
H -1.898 -0.168 -2.362
H -1.726 0.391 1.145
H -1.975 -1.357 1.639
H 0.167 -0.877 0.572
C 1.174 1.520 -0.191
C 1.869 1.050 1.053
N 2.785 1.987 1.584
C 1.735 -0.165 1.591
O 0.970 -1.197 1.140
H 0.707 -2.214 -0.833
H 2.417 2.931 1.594
H 3.123 1.730 2.501
H 2.259 -0.421 2.505
H 0.509 2.358 0.032
H 1.911 1.868 -0.915
H 0.582 0.728 -0.644

***

(2)
25
Properties=species:S:1:pos:R:3 method="wB97M-V/def2-TZVPD" multiplicity=1 orbital_gap_ev=9.38
C -1.243 0.187 -0.922
C 1.351 -0.421 0.313
C 2.216 -0.185 1.568
C -2.472 -0.395 -0.265
C -0.705 -0.632 -2.065
C -1.213 1.643 -1.059
N 0.052 0.192 0.434
N 1.606 -0.757 2.765
O 2.033 0.089 -0.823
H 2.029 1.052 -0.747
H -0.376 -0.122 1.302
H 1.283 -1.505 0.137
H 0.931 -0.119 3.170
H 2.306 -0.949 3.471
H 2.401 0.898 1.643
H 3.177 -0.673 1.395
H -0.609 2.026 -1.880
H -2.769 0.191 0.604
H -3.303 -0.370 -0.975
H -2.308 -1.430 0.034
H 0.247 -0.243 -2.415
H -1.425 -0.594 -2.888
H -0.568 -1.673 -1.772
H -0.465 1.648 -0.043
H -2.175 2.141 -0.982

***

Relative energies with respect to the most stable structure, expressed in kJ/mol: (1) 0.0; (2) 79.9.

***

(1)
17
Properties=species:S:1:pos:R:3 method="wB97M-V/def2-TZVPD" smiles="C/C=C(/C)CC=O" multiplicity=1 orbital_gap_ev=9.15
C -2.108 -0.262 0.332
C -0.796 0.417 0.576
O 0.186 -1.899 1.094
C 0.948 -1.466 0.260
C 0.548 -0.788 -1.051
C 0.253 0.476 -0.260
C 1.307 1.544 -0.144
H -2.791 0.576 0.133
H -2.129 -0.914 -0.545
H -2.502 -0.815 1.189
H -0.727 0.934 1.531
H 2.031 -1.390 0.467
H 1.382 -0.725 -1.761
H -0.313 -1.255 -1.539
H 1.091 2.323 -0.887
H 1.274 2.019 0.842
H 2.333 1.203 -0.332

***

(2)
17
Properties=species:S:1:pos:R:3 method="wB97M-V/def2-TZVPD" smiles="O[C@@H]1C=CCCC1" multiplicity=1 orbital_gap_ev=10.44
O 2.419 -0.929 -0.177
C 1.146 -0.331 -0.314
C 0.007 -1.230 0.199
C -1.363 -0.507 0.157
C -1.254 0.881 -0.511
C -0.146 1.654 0.164
C 1.030 1.040 0.301
H 2.422 -1.469 0.622
H 1.003 -0.223 -1.398
H 0.244 -1.522 1.236
H 0.008 -2.144 -0.410
H -1.733 -0.354 1.177
H -2.106 -1.124 -0.361
H -1.028 0.734 -1.580
H -2.212 1.408 -0.467
H -0.332 2.650 0.558
H 1.895 1.467 0.805

***

Relative energies with respect to the most stable structure, expressed in kJ/mol: (1) 131.3; (2) 0.0.

***

(1)
17
Properties=species:S:1:pos:R:3 method="wB97M-V/def2-TZVPD" smiles="C1=CCOCCC1" multiplicity=1 orbital_gap_ev=10.31
C -1.328 -0.233 0.374
C -0.662 -1.490 -0.121
O 0.689 -1.297 -0.639
C 1.608 -0.577 0.175
C 1.492 0.932 0.111
C 0.369 1.595 -0.159
C -0.959 0.953 -0.532
H -1.125 0.024 1.425
H -2.361 -0.632 0.321
H -0.848 -2.271 0.658
H -1.199 -1.802 -1.025
H 1.460 -0.884 1.217
H 2.646 -0.861 -0.077
H 2.395 1.499 0.360
H 0.384 2.684 -0.101
H -0.882 0.587 -1.566
H -1.738 1.717 -0.500

***

(2)
17
Properties=species:S:1:pos:R:3 method="wB97M-V/def2-TZVPD" multiplicity=1 orbital_gap_ev=9.34
C 1.535 -0.634 -0.215
C 0.692 0.421 0.483
C 0.046 1.545 -0.374
C -1.317 1.222 0.253
O -2.020 0.235 -0.551
C -1.556 -0.830 0.103
C -0.721 0.050 1.045
H 1.782 -1.457 0.464
H 2.475 -0.192 -0.566
H 1.018 -1.061 -1.080
H 1.268 0.868 1.300
H 0.419 2.550 -0.162
H 0.059 1.378 -1.455
H -1.983 2.006 0.616
H -0.170 -3.302 -1.149
H -0.667 -2.831 -0.843
H -0.820 -0.133 2.116

***

Relative energies with respect to the most stable structure, expressed in kJ/mol: (1) 0.0; (2) 351.6.

***

(1)
17
Properties=species:S:1:pos:R:3 method="wB97M-V/def2-TZVPD" multiplicity=1 orbital_gap_ev=8.67
C 1.022 -0.887 1.349
C 0.770 -0.860 -0.162
C -0.618 -1.480 -0.529
C 0.570 0.407 -0.897
C -0.030 1.492 -0.067
C -1.068 2.188 -0.925
O -2.250 1.987 -0.794
H 1.163 -1.922 1.682
H 0.190 -0.469 1.924
H 1.929 -0.330 1.612
H 1.527 -1.472 -0.663
H -0.629 -1.870 -1.548
H -0.811 -2.300 0.168
H -1.447 -0.766 -0.425
H 0.832 2.170 0.077
H -0.467 1.248 0.916
H -0.682 2.864 -1.717

***

(2)
17
Properties=species:S:1:pos:R:3 method="wB97M-V/def2-TZVPD" multiplicity=1 orbital_gap_ev=8.34
O 0.114 2.419 0.168
C -0.060 1.266 -0.638
C 1.176 0.347 -0.478
C 0.883 -0.648 0.636
C -0.189 -1.613 0.165
C -1.401 -0.744 -0.102
C -1.401 0.638 -0.305
H -0.782 2.693 0.416
H -0.123 1.551 -1.702
H 2.071 0.939 -0.278
H 1.308 -0.165 -1.443
H 0.349 -0.024 1.453
H 1.730 -1.076 1.170
H 0.052 -2.135 -0.772
H -0.420 -2.378 0.916
H -2.349 -1.300 -0.226
H -0.957 0.232 1.019

***

Relative energies with respect to the most stable structure, expressed in kJ/mol: (1) 0.0; (2) 103.2.

***

(1)
17
Properties=species:S:1:pos:R:3 method="wB97M-V/def2-TZVPD" smiles="C/C=C/C=C(/C)O" multiplicity=1 orbital_gap_ev=9.27
C 2.423 -1.041 -2.012
C 1.056 -0.428 -1.850
C 0.605 -0.316 -0.527
C -0.864 -0.105 0.043
C -1.214 0.677 1.143
O -0.295 1.806 1.300
C -2.426 0.756 2.061
H 2.517 -2.131 -2.159
H 3.056 -0.770 -0.989
H 3.046 -0.430 -2.748
H 0.142 -0.670 -2.415
H 1.388 -0.223 0.258
H -1.640 -0.784 -0.327
H 0.476 1.282 1.540
H -2.232 0.581 3.187
H -2.783 1.742 1.843
H -3.256 0.054 1.652

***

(2)
17
Properties=species:S:1:pos:R:3 method="wB97M-V/def2-TZVPD" smiles="C/C=C/CCC=O" multiplicity=1 orbital_gap_ev=10.14
O -0.931 2.854 -2.745
C -1.273 1.805 -2.293
C -0.760 1.529 -0.877
C -0.770 -0.088 -0.553
C 0.058 -0.302 0.666
C 0.867 -1.397 0.871
C 1.637 -1.572 2.152
H -1.840 1.101 -2.884
H 0.268 1.901 -0.938
H -1.444 2.073 -0.223
H -1.836 -0.462 -0.472
H -0.166 -0.633 -1.486
H -0.404 0.308 1.474
H 1.253 -2.044 0.074
H 2.186 -2.527 2.049
H 0.737 -1.744 2.846
H 2.417 -0.803 2.340

***

Relative energies with respect to the most stable structure, expressed in kJ/mol: (1) 96.6; (2) 0.0.

***

(1)
17
Properties=species:S:1:pos:R:3 method="wB97M-V/def2-TZVPD" smiles="C[C@H]1C(C=O)[C@@H]1C" multiplicity=1 orbital_gap_ev=10.57
C -0.878 -0.311 -0.698
C -1.919 -0.832 0.176
C 0.602 -0.603 -0.243
C 0.147 0.710 0.030
C 1.124 -1.345 0.938
C 0.533 1.995 -0.562
O -1.725 -0.749 1.350
H -1.162 -0.349 -1.828
H -2.781 -1.116 -0.499
H 1.133 -0.637 -1.245
H -0.158 1.071 0.992
H 2.214 -1.339 1.062
H 0.782 -2.372 1.064
H 0.521 -0.882 1.616
H 1.428 2.523 -0.343
H -0.365 2.464 -0.162
H 0.503 1.773 -1.648

***

(2)
17
Properties=species:S:1:pos:R:3 method="wB97M-V/def2-TZVPD" smiles=C[C@H]1O[C@H]2CC[C@H]21 multiplicity=1 orbital_gap_ev=10.54
C 1.906 0.938 -0.231
C 1.189 -0.345 0.121
O 0.533 -0.299 1.408
C -0.638 -0.943 0.877
C -1.779 0.046 0.614
C -1.175 0.336 -0.788
C -0.114 -0.772 -0.567
H 1.223 1.793 -0.246
H 2.685 1.141 0.512
H 2.385 0.850 -1.213
H 1.909 -1.178 0.112
H -0.846 -1.900 1.366
H -1.824 0.878 1.322
H -2.759 -0.440 0.562
H -1.858 0.123 -1.615
H -0.777 1.345 -0.927
H -0.059 -1.573 -1.306

***

Relative energies with respect to the most stable structure, expressed in kJ/mol: (1) 151.0; (2) 0.0.

***

(1)
17
Properties=species:S:1:pos:R:3 method="wB97M-V/def2-TZVPD" smiles="C[C@H]1CC=CCO1" multiplicity=1 orbital_gap_ev=10.46
C -2.226 0.256 0.001
C -0.755 0.163 0.379
C -0.157 -1.209 0.058
C 1.344 -1.158 -0.046
C 1.995 -0.006 -0.170
C 1.271 1.308 -0.217
O -0.121 1.184 -0.381
H -2.877 -0.190 0.759
H -2.404 -0.246 -0.956
H -2.491 1.312 -0.118
H -0.629 0.368 1.457
H -0.573 -1.568 -0.894
H -0.465 -1.936 0.822
H 1.887 -2.102 -0.046
H 3.081 0.027 -0.253
H 1.513 1.901 0.683
H 1.606 1.894 -1.080

***

(2)
17
Properties=species:S:1:pos:R:3 method="wB97M-V/def2-TZVPD" multiplicity=1 orbital_gap_ev=8.87
C 1.277 -1.074 -0.960
C 0.044 -1.198 -0.060
C 0.332 -0.779 1.432
C -1.099 -0.277 -0.131
C -0.751 1.090 -0.650
C -1.471 2.135 0.182
O -1.109 2.416 1.299
H 2.010 -1.844 -0.694
H 1.774 -0.104 -0.869
H 1.011 -1.220 -2.012
H -0.289 -2.239 -0.046
H -0.124 -1.481 2.131
H 1.417 -0.766 1.572
H -0.027 0.229 1.694
H -1.172 1.067 -1.669
H 0.313 1.370 -0.724
H -2.355 2.638 -0.266

***

Relative energies with respect to the most stable structure, expressed in kJ/mol: (1) 0.0; (2) 313.6.

***

(1)
20
Properties=species:S:1:pos:R:3 method="wB97M-V/def2-TZVPD" total_charge=+1 multiplicity=1 orbital_gap_ev=7.99
C 2.417 1.195 -2.861
C 1.005 -0.829 -2.212
C 1.026 0.967 -0.887
C 1.530 0.469 -2.066
C -1.469 -1.418 0.977
C -2.083 -0.079 0.721
C -0.150 0.470 2.239
N 3.135 1.870 -3.388
N 0.272 -1.129 -1.176
N 0.307 -0.074 -0.347
N -0.736 -0.136 1.107
H 1.060 -1.647 -2.922
H 1.476 1.886 -0.412
H -1.785 -1.977 1.923
H -0.999 -2.026 0.151
H -2.241 0.319 -0.338
H -2.779 0.299 1.419
H -0.551 -0.022 3.203
H 0.959 0.243 2.422
H -0.393 1.620 2.448

***

(2)
20
Properties=species:S:1:pos:R:3 method="wB97M-V/def2-TZVPD" total_charge=+1 multiplicity=1 orbital_gap_ev="7.96 / 6.85"
C 0.140 1.208 -0.555
C 1.258 0.490 -0.125
C -2.133 1.163 0.223
C -2.364 -1.332 -0.466
C -1.268 -0.626 -0.755
C -3.351 -0.701 0.238
C 2.547 1.356 0.007
N -3.206 0.623 0.481
N -1.060 0.694 -0.406
N 1.154 -0.682 0.340
N 2.085 -1.465 0.787
H 0.141 2.266 -0.730
H -2.472 -2.266 -0.938
H -0.525 -0.976 -1.408
H -4.243 -1.271 0.508
H 3.412 1.039 -0.552
H 2.256 2.371 -0.217
H 2.885 1.438 1.039
H 1.720 -2.220 1.386
H 3.022 -1.107 1.144

***

Relative energies with respect to the most stable structure, expressed in kJ/mol: (1) 60.2; (2) 0.0.

***

(1)
12
Properties=species:S:1:pos:R:3 method="wB97M-V/def2-TZVPD" smiles=O.O.O.O multiplicity=1 orbital_gap_ev=11.42
H 0.707 -0.824 0.568
H 0.143 0.094 -0.450
H 3.298 -0.216 0.375
H 4.760 -0.082 0.262
H -1.724 -0.788 0.318
H -1.890 -2.259 -0.350
H -1.564 0.908 0.223
H -2.693 1.813 0.321
O 0.104 -0.072 0.520
O 3.936 0.042 -0.280
O -2.265 -1.428 -0.199
O -1.905 1.627 -0.199

***

(2)
12
Properties=species:S:1:pos:R:3 method="wB97M-V/def2-TZVPD" smiles=O.O.O.O multiplicity=1 orbital_gap_ev=11.55
H -0.100 0.301 -0.376
H 0.662 -0.389 0.743
H 0.246 -2.202 -1.642
H -0.773 -1.265 -1.015
H 0.754 -2.312 2.414
H -0.092 -2.037 1.182
H -0.449 3.196 -1.031
H -1.035 4.569 -0.748
O 0.382 0.481 0.439
O -0.044 -1.855 -0.791
O 0.672 -2.543 1.482
O -0.224 4.056 -0.659

***

Relative energies with respect to the most stable structure, expressed in kJ/mol: (1) 8.3; (2) 0.0.

***

(1)
12
Properties=species:S:1:pos:R:3 method="wB97M-V/def2-TZVPD" multiplicity=1 orbital_gap_ev=7.48
H -0.644 1.082 -1.225
H 0.280 2.263 -0.974
H 3.169 -2.119 -0.118
H 2.756 -0.761 -0.661
H 0.597 0.457 0.685
H 0.531 1.973 0.762
H -3.184 -0.909 0.752
H -3.036 -2.047 -0.246
O 0.156 1.334 -0.749
O 2.571 -1.383 0.052
O 0.009 1.181 0.929
O -2.794 -1.124 -0.104

***

(2)
12
Properties=species:S:1:pos:R:3 method="wB97M-V/def2-TZVPD" smiles=O.O.O.O multiplicity=1 orbital_gap_ev=11.61
O 5.393 -5.271 1.848
H 5.165 -4.465 1.304
H 5.611 -4.924 2.713
O 7.757 -6.571 2.321
H 7.157 -6.017 1.845
H 7.424 -7.443 2.051
O 6.208 -5.000 4.479
H 6.875 -5.679 4.375
H 5.392 -5.584 4.504
O 6.667 -2.352 4.167
H 7.618 -2.345 4.355
H 6.324 -3.015 4.798

***

Relative energies with respect to the most stable structure, expressed in kJ/mol: (1) 490.7; (2) 0.0.